C4H7NO2 | ωB97M-V with the def2-TZVPD basis set

Structure (XYZ):
```
14
Properties=species:S:1:pos:R:3:lowdin_charge:R:1
O 2.085 -0.438 0.349 -0.03
C 0.800 -0.627 -0.229 -0.36
C -0.266 -0.860 0.854 -0.18
O -0.859 0.372 1.267 -0.12
C -1.942 0.741 -0.675 0.08
N -0.835 0.903 -1.178 -0.03
C 0.405 0.523 -1.137 -0.12
H 2.268 0.507 0.360 0.09
H 0.889 -1.541 -0.834 0.15
H -1.064 -1.513 0.476 0.12
H 0.194 -1.305 1.738 0.12
H -2.535 1.383 -0.043 0.07
H 1.075 0.807 -1.939 0.11
H -0.215 1.048 0.991 0.09
```

Max |F| ... 1.210 eV/Å
Energy above the lowest of the compared OMol25 structures with the same formula, charge and spin ... 449.5 kJ/mol
Kohn-Sham gap ... 8.680 eV
Total energy ... -9842.6211 eV
Charge ... 0